Below is a molecular structure, C7H11N2O in a non-equilibrium geometry, with properties calculated with wB97M-V/def2-TZVPD.

## Properties
**E_HOMO (spin up / spin down)**: -10.4 / -10.5 eV
**E_LUMO (spin up / spin down)**: -3.88 / -3.91 eV
**2S+1**: 1
**Net charge**: +1
**Largest force on an atom**: 7.97 eV/Å
**Orbital gap (spin up / spin down)**: 6.56 / 6.63 eV

Cartesian coordinates (Å):
1 N 3.928521 -0.155131 0.332709
2 H -2.879447 2.357648 1.291891
3 H 2.550161 1.293158 0.815049
4 H 0.010818 2.230936 0.364070
5 O -2.088620 -0.295147 -0.128967
6 C 0.383113 0.065764 -0.002459
7 H -2.727360 3.042808 -0.221570
8 C -1.090239 -1.188695 -0.294729
9 C -2.735894 2.044634 0.241489
10 N 1.678607 -0.344145 0.023237
11 H 4.165687 -0.993068 -0.244987
12 H -3.651825 1.466360 -0.009534
13 C -1.126124 -2.616372 -0.664268
14 H -0.259932 -3.091800 -0.165540
15 H -2.042240 -2.875866 -0.168782
16 C -0.313777 1.215783 0.081827
17 H 4.611853 0.535683 0.595879
18 C -1.684462 1.118054 -0.036125
19 H -1.160854 -2.898466 -1.762904
20 H 1.713314 -1.300164 -0.404653
21 C 2.718703 0.388016 0.358360

Forces on atoms 1 to 3 (eV/Å):
N 0.4738 0.3907 -0.5738
H 0.3880 -0.6697 0.0232
H -0.2452 2.0775 0.7618